(1)
The following is a quantum chemistry calculation of C37H32AsBrINO2PRu as an isolated structure, from OMol25.

Last column: Löwdin charge in e.
Atoms and positions in Å:
I 1.897 0.885 -2.523  1.20
Ru 0.221 -0.061 -0.457  0.83
Br 1.571 -3.004 -2.289  0.92
As -0.746 2.212 0.050  1.11
P -1.298 -0.806 -2.181  0.94
O 0.628 0.339 1.402  -0.33
O 1.252 -0.406 3.425  0.21
N 1.329 -1.884 0.240  -0.03
C 2.813 -0.984 -6.179  0.04
C -2.774 0.263 -2.217  -0.39
C -0.754 -1.816 -6.645  0.08
C -2.611 -4.834 -0.411  -0.02
C -2.467 -4.735 -1.789  -0.03
C -1.807 -2.431 -1.567  -0.40
C -1.981 -1.756 -6.018  0.03
C -0.265 7.001 2.385  -0.04
C 0.055 4.635 2.618  -0.06
C -3.776 0.120 -1.257  -0.08
C -2.352 -3.734 0.398  -0.04
C -0.271 5.851 3.177  -0.05
C 0.413 -1.385 -5.986  -0.14
C -2.030 -1.341 -4.696  -0.06
C -2.920 1.220 -3.226  -0.13
C 1.619 -1.450 -6.712  0.09
C -4.905 0.929 -1.308  -0.04
C -4.061 2.009 -3.286  -0.05
C 1.607 -0.321 -4.201  -0.59
C 1.586 -1.839 1.567  -0.18
C -2.067 -3.540 -2.369  -0.09
C -1.946 -2.542 -0.180  -0.14
C -1.966 2.163 1.523  -0.22
C -1.548 3.427 -1.193  -0.22
C 2.478 -3.983 0.169  -0.06
C 0.824 3.231 0.696  -0.28
C 1.146 -0.600 2.263  -0.49
C 0.416 4.548 1.263  -0.32
C 0.364 -0.875 -4.646  -0.21
C 2.250 -2.831 2.245  0.06
C 2.699 -3.933 1.533  0.03
C 0.419 5.711 0.479  -0.07
C 1.795 -2.938 -0.428  -0.69
C 2.792 -0.390 -4.930  -0.12
C 0.095 6.930 1.036  -0.06
C -0.896 -0.944 -3.971  -0.25
C -5.053 1.865 -2.324  -0.03
H -5.949 2.472 -2.376  0.13
H 1.597 -1.874 -7.710  0.15
H -1.627 4.369 -0.653  0.05
H -2.535 3.069 -1.470  0.01
H -0.932 3.550 -2.081  0.05
H 0.706 5.649 -0.566  0.11
H -3.705 -0.636 -0.484  0.10
H -4.178 2.731 -4.084  0.13
H 3.229 -4.738 2.027  0.14
H -1.941 -3.501 -3.443  0.10
H -0.545 7.953 2.816  0.12
H 2.832 -4.808 -0.432  0.12
H 3.738 -1.043 -6.736  0.15
H -2.217 3.191 1.773  0.06
H -2.667 -5.593 -2.417  0.13
H -0.672 -2.178 -7.664  0.15
H -2.992 -1.361 -4.199  0.13
H -2.863 1.629 1.214  0.03
H 1.482 3.340 -0.168  0.07
H -0.523 5.924 4.227  0.12
H 0.065 3.738 3.229  0.12
H 1.281 2.586 1.441  0.07
H 0.124 7.834 0.441  0.12
H -2.472 -3.805 1.471  0.13
H 3.705 0.037 -4.535  0.11
H -1.765 -1.690 0.472  0.09
H -2.156 1.346 -3.986  0.11
H 2.408 -2.715 3.309  0.15
H -2.930 -5.769 0.032  0.13
H -5.686 0.804 -0.568  0.13
H -1.500 1.659 2.364  0.04
H -2.885 -2.057 -6.529  0.14

<S²> = 6.052
net charge = +3
spin multiplicity = 5
energy = -7177.111158 Eh
F_max = 0.0165 hartree/bohr
orbital gap (alpha / beta) = 5.5 / 2.5 eV
energy relative to the best compared isomer or geometry (same formula, charge and spin) = 11.9 kcal/mol


(2)
The following is a quantum chemistry calculation of C45H45Cl9N4O12Y as an isolated structure at a distorted geometry, from OMol25.

Last column: Löwdin charge in e.
Atoms and positions in Å:
Y -1.249 -0.121 -0.868  1.63
Cl 1.699 -2.997 -4.665  0.54
Cl 0.549 3.723 -5.190  0.53
Cl -1.730 -2.728 4.891  0.56
Cl 0.358 0.835 -4.608  0.60
Cl -3.455 -3.789 2.768  0.53
Cl 2.526 1.930 -6.158  0.52
Cl -4.554 -2.178 4.964  0.48
Cl 4.012 -1.298 -4.964  0.50
Cl 3.722 -2.762 -2.473  0.50
O -1.405 -3.049 -3.462  0.09
O -3.567 0.806 -1.344  -0.07
O -1.029 1.233 1.072  -0.10
O -1.814 -0.744 1.227  -0.12
O -2.066 -2.100 -1.602  -0.09
O -3.771 2.474 -2.844  0.04
O -1.856 0.470 3.013  0.09
O 1.112 0.570 -1.284  -0.05
O 0.637 -1.130 -0.155  -0.14
O 2.650 -0.475 -0.193  0.09
O -0.917 -0.973 -2.936  -0.22
O -1.866 1.860 -1.974  -0.12
N 1.556 -0.320 -0.576  -0.57
N -1.502 -2.088 -2.723  -0.51
N -3.111 1.687 -2.110  -0.53
N -1.567 0.332 1.834  -0.49
C 4.133 -4.616 3.348  -0.11
C -7.084 -1.133 -2.569  -0.09
C 1.864 1.572 2.479  -0.08
C 4.935 4.970 -1.761  -0.10
C -3.494 0.029 -5.538  -0.12
C -4.506 -1.836 -4.471  -0.09
C 5.238 3.621 -2.122  -0.08
C 3.097 1.008 2.797  -0.12
C 3.545 2.918 -0.534  -0.08
C 1.431 2.238 -4.845  -1.55
C -4.177 -0.488 -4.448  -0.09
C 0.735 6.312 2.752  -0.05
C 4.519 2.628 -1.502  -0.10
C 2.129 6.571 2.651  -0.12
C -8.390 -3.093 -2.071  -0.10
C 3.004 -4.100 5.450  -0.10
C -3.103 -0.788 -6.528  -0.11
C 0.411 8.690 2.806  -0.12
C 4.038 5.254 -0.779  -0.12
C 2.547 -2.892 4.917  -0.10
C 0.762 -4.866 2.378  -0.10
C 2.901 -2.533 3.626  -0.09
C -6.416 -1.268 -1.320  -0.06
C 3.707 1.317 3.969  -0.10
C 3.053 2.153 4.891  -0.11
C 1.884 -6.247 0.697  -0.12
C -7.793 -3.170 -0.828  -0.11
C -3.514 -2.156 -6.583  -0.09
C 1.627 -5.984 2.043  -0.07
C -3.125 -2.464 3.908  -1.55
C 3.348 4.223 -0.142  -0.09
C 1.754 8.894 2.685  -0.10
C 3.826 -4.921 4.689  -0.10
C 1.375 -5.448 -0.265  -0.13
C 2.835 -1.923 -3.806  -1.50
C -6.769 -2.324 -0.504  -0.10
C 1.290 2.479 3.352  -0.08
C 0.333 -4.046 1.400  -0.10
C -4.137 -2.708 -5.516  -0.10
C -8.032 -2.077 -2.969  -0.09
C -0.091 7.415 2.836  -0.11
C 3.721 -3.398 2.933  -0.13
C 2.656 7.799 2.663  -0.10
C 0.607 -4.371 0.043  -0.06
C 1.852 2.745 4.617  -0.09
H 4.731 0.852 4.151  0.13
H 0.434 -4.592 3.407  0.10
H -0.161 9.636 2.714  0.11
H 2.148 9.885 2.723  0.09
H -6.724 -0.337 -3.163  0.08
H 4.007 -3.131 1.901  0.12
H 3.579 0.385 2.041  0.10
H 5.454 5.804 -2.226  0.10
H -0.177 -3.151 1.696  0.08
H 2.650 -4.301 6.461  0.10
H 2.871 2.070 -0.122  0.10
H 5.960 3.459 -2.864  0.08
H -5.195 -2.253 -3.757  0.08
H 4.005 -5.886 5.081  0.08
H 2.655 4.476 0.656  0.08
H 1.423 3.476 5.260  0.09
H 2.488 -1.628 3.152  0.10
H -4.496 0.168 -3.685  0.06
H 4.691 1.599 -1.768  0.10
H 2.388 -1.016 -3.400  -0.02
H -5.711 -0.521 -1.059  0.08
H 2.579 -7.062 0.495  0.10
H 2.788 5.700 2.643  0.10
H -2.715 -0.291 -7.410  0.10
H 3.776 6.303 -0.512  0.11
H -3.260 -2.736 -7.464  0.09
H 3.425 2.299 5.912  0.10
H 0.375 2.943 3.171  0.07
H 2.031 2.391 -3.901  0.04
H -3.138 1.101 -5.694  0.13
H -4.540 -3.690 -5.271  0.11
H 0.284 -3.598 -0.676  0.09
H 0.294 5.319 2.760  0.09
H -1.155 7.291 2.916  0.10
H -2.938 -1.540 3.365  -0.03
H -6.318 -2.386 0.469  0.10
H -8.116 -3.976 -0.170  0.10
H 4.599 -5.387 2.727  0.11
H -9.139 -3.801 -2.381  0.09
H 3.715 7.910 2.553  0.10
H 1.365 1.340 1.565  0.07
H 1.636 -5.666 -1.278  0.10
H 2.065 -6.490 2.886  0.08
H -8.493 -1.936 -3.937  0.10
H 1.973 -2.190 5.562  0.11

net charge = -1
energy = -7043.506636 Eh
F_max = 0.0739 hartree/bohr
orbital gap = 8.9 eV
energy relative to the best compared isomer or geometry (same formula, charge and spin) = 15.4 kcal/mol


(3)
The following is a quantum chemistry calculation of one molecule with the formula C5H8O2, from OMol25.

Last column: Löwdin charge in e.
Atoms and positions in Å:
O -0.442 -0.771 1.871  0.03
O 1.446 -1.704 0.253  0.09
C -1.638 -0.264 -0.235  -0.04
C -0.361 -0.265 0.577  -0.47
C -1.076 1.019 0.315  -0.06
C 1.697 0.348 -0.928  0.00
C 0.959 -0.632 -0.055  -0.35
H -2.486 -0.698 0.288  0.11
H -0.644 1.723 -0.392  0.10
H -1.568 1.472 1.170  0.11
H 0.035 -1.616 1.826  0.10
H -1.620 -0.439 -1.308  0.11
H 1.990 1.196 -0.296  0.10
H 2.595 -0.130 -1.322  0.09
H 1.088 0.746 -1.745  0.09

SMILES = CC(=O)C1(O)CC1
net charge = 0
energy = -345.761628 Eh
F_max = 0.0088 hartree/bohr
orbital gap = 10.6 eV
energy relative to the best compared isomer or geometry (same formula, charge and spin) = 27.2 kcal/mol